2 unconnected molecules or ions with the total composition H5P3S. Source: the OMol25 dataset; level of theory: the ωB97M-V functional and the def2-TZVPD basis.

Values from the calculation:
**M**: 130.0 g mol⁻¹
**Net charge**: 0
**Relative energy (zero: lowest compared OMol25 entry of this formula, charge and spin)**: 2.213 eV

Each line ends with the Mulliken charge.
Positions of all 9 atoms, in Å:
P (0.58584, 1.22071, 1.39679)  -0.1719
P (0.39835, -1.82948, -0.56909)  -0.0603
P (-1.10807, 1.44048, 0.11862)  0.0016
S (-0.94600, -0.95278, -1.88501)  -0.2148
H (1.58940, 2.00370, 0.71515)  0.0951
H (0.07640, 2.41067, 2.09224)  0.1115
H (-0.10211, -3.11413, -1.17206)  0.0861
H (1.45895, -1.75943, -1.33334)  0.0645
H (-1.95277, 0.58028, 0.63669)  0.0880